DFT (ωB97M-V with the def2-TZVPD basis set) results for a 2-piece molecular cluster, C27H37Cl2O2Si overall.

The value obtained for the largest force on an atom is 1.4 eV/Å. For the LUMO energy, the calculation gives -5.239 eV. The calculation puts the gap between HOMO and LUMO at 5.70 eV.

```
! RIJCOSX wB97M-V def2-TZVPD def2/J DEFGRID3
* xyz 1 1
C 4.638 0.130 3.188
C 4.223 1.003 2.009
C 2.966 1.847 2.267
C 2.169 2.202 1.035
O 1.869 0.883 0.483
C 1.127 0.753 -0.622
C 0.969 -0.543 -1.000
O 0.549 1.863 -1.060
Si -0.971 1.970 -1.891
C -1.418 0.381 -2.711
C -2.136 2.335 -0.501
C -0.879 3.384 -3.174
C -0.639 2.806 -4.581
C 0.287 4.317 -2.809
C -2.202 4.171 -3.130
H 5.451 -0.532 2.888
H 4.992 0.732 4.032
H 3.810 -0.496 3.536
H 5.037 1.695 1.759
H 4.047 0.373 1.130
H 2.308 1.318 2.967
H 3.260 2.772 2.772
H 1.240 2.719 1.302
H 2.745 2.775 0.299
H 0.515 -0.800 -1.952
H 1.678 -1.225 -0.548
H -2.450 0.494 -3.077
H -0.768 0.152 -3.566
H -1.414 -0.455 -2.001
H -3.165 2.307 -0.887
H -2.049 1.580 0.292
H -1.945 3.323 -0.061
H -1.452 2.145 -4.908
H -0.558 3.625 -5.311
H 0.302 2.239 -4.620
H 0.183 4.730 -1.797
H 1.253 3.799 -2.886
H 0.313 5.165 -3.510
H -2.367 4.627 -2.145
H -2.182 4.985 -3.871
H -3.070 3.538 -3.360
Cl -3.729 1.674 5.163
C -2.804 0.933 3.931
C -1.502 1.394 3.668
C -0.749 0.767 2.688
C -1.219 -0.379 2.005
C -0.299 -1.170 1.221
C -0.613 -2.464 0.815
C 0.325 -3.355 0.325
C 0.062 -4.728 0.017
C 1.137 -5.558 -0.391
C 0.946 -6.905 -0.652
C -0.341 -7.456 -0.523
Cl -0.592 -9.111 -0.855
C -1.427 -6.661 -0.119
C -1.231 -5.307 0.139
C -2.575 -0.765 2.225
C -3.347 -0.134 3.195
H -1.088 2.214 4.250
H 0.271 1.104 2.483
H 0.732 -0.827 1.236
H -1.635 -2.824 0.943
H 1.351 -3.015 0.212
H 2.132 -5.116 -0.480
H 1.770 -7.536 -0.970
H -2.417 -7.098 -0.023
H -2.073 -4.685 0.449
H -2.995 -1.602 1.666
H -4.356 -0.479 3.406
*
```

Löwdin population analysis, charges in e, atoms 1 to 6: -0.1069 -0.2505 -0.1898 -0.1401 -0.0783 -0.4659

***

DFT (ωB97M-V with the def2-TZVPD basis set) results for C14H36Cl2GeOPdS3Si3 as an isolated structure.

The value obtained for the largest force on an atom is 0.8 eV/Å. Its expectation value of S² is 0.762. For the energy relative to the best compared isomer or geometry (same formula, charge and spin), the calculation gives 101.2 kJ/mol. For the LUMO energy (spin up / spin down), the calculation gives -4.504 / -5.607 eV. The calculation puts the gap between HOMO and LUMO (spin up / spin down) at 6.33 / 5.46 eV.

```
! RIJCOSX wB97M-V def2-TZVPD def2/J DEFGRID3
* xyz 1 2
Pd -0.235 -0.050 1.191
S -1.579 4.171 1.940
C -1.071 2.680 1.716
S -1.404 1.255 2.639
S -0.252 2.012 0.328
C -2.712 1.636 -2.907
Si -3.103 0.446 -1.551
C -4.475 -0.736 -1.966
C -3.690 1.274 -0.009
Ge -1.105 -1.029 -1.131
Si -1.094 -1.893 -3.697
C -0.323 -0.478 -4.605
C 0.037 -3.338 -3.422
C -2.644 -2.457 -4.532
Si -1.517 -3.112 0.117
C -0.020 -4.187 0.330
C -2.346 -2.687 1.730
C -2.744 -4.046 -0.924
H -3.501 2.390 -2.972
H -2.638 1.141 -3.876
H -1.770 2.151 -2.708
H -5.332 -0.138 -2.294
H -4.791 -1.269 -1.066
H -4.259 -1.459 -2.744
H -4.484 1.956 -0.336
H -2.951 1.860 0.526
H -4.138 0.551 0.675
H 0.097 0.278 -3.946
H -1.046 -0.017 -5.279
H 0.495 -0.884 -5.208
H 0.747 -3.178 -2.616
H 0.605 -3.464 -4.351
H -0.525 -4.258 -3.247
H -3.267 -1.626 -4.861
H -3.247 -3.171 -3.970
H -2.272 -2.969 -5.430
H 0.800 -3.708 0.867
H 0.356 -4.503 -0.647
H -0.304 -5.088 0.881
H -1.828 -1.927 2.319
H -2.415 -3.588 2.348
H -3.362 -2.326 1.554
H -2.290 -4.444 -1.833
H -3.627 -3.464 -1.192
H -3.081 -4.901 -0.327
Cl 2.673 0.609 2.692
C 2.465 -0.984 3.380
Cl 1.011 -1.831 2.715
H 2.315 -0.912 4.449
H 3.318 -1.601 3.128
C 2.464 0.725 -1.615
C 1.790 -0.493 -1.024
C 2.647 -1.737 -1.123
O 0.553 -0.723 -1.722
H 3.392 0.944 -1.084
H 1.820 1.601 -1.559
H 2.700 0.536 -2.664
H 1.593 -0.304 0.047
H 2.839 -1.969 -2.172
H 2.150 -2.592 -0.660
H 3.607 -1.585 -0.626
*
```

Löwdin population analysis, charges in e, atoms 1 to 6: 0.1189 0.6869 -1.8233 0.5989 0.5825 -0.1930

***

DFT (ωB97M-V with the def2-TZVPD basis set) results for C24H45N6O4RuS as an isolated structure.

The value obtained for the largest force on an atom is 0.4 eV/Å. Its expectation value of S² is 8.759. For the energy relative to the best compared isomer or geometry (same formula, charge and spin), the calculation gives 38.8 kJ/mol. For the LUMO energy (spin up / spin down), the calculation gives -4.284 / -7.528 eV. The calculation puts the gap between HOMO and LUMO (spin up / spin down) at 9.03 / 5.95 eV.

```
! RIJCOSX wB97M-V def2-TZVPD def2/J DEFGRID3
* xyz 2 6
Ru 0.168 -0.113 -0.534
C 0.460 -2.628 3.146
C 0.664 -1.396 2.267
C 1.825 -0.539 2.892
C 1.930 1.018 2.879
C 3.188 1.429 3.636
C 0.715 1.706 3.479
N 2.163 1.407 1.413
C 1.925 2.746 0.782
C 1.917 2.607 -0.761
N 0.777 1.883 -1.404
C -0.484 2.628 -1.197
C -1.034 2.383 0.202
O -1.804 3.152 0.728
O -0.586 1.296 0.782
C 1.103 1.515 -2.860
C 0.428 2.453 -3.854
C 1.074 -0.004 -3.300
C -0.118 -1.007 -3.366
C -1.377 -0.372 -3.941
C 0.323 -2.176 -4.244
N -0.524 -1.526 -1.985
C 0.035 -2.763 -1.358
C -0.095 -2.744 0.195
N 0.901 -1.816 0.824
C 2.260 -2.307 0.528
C 2.961 -1.396 -0.479
O 3.995 -1.714 -1.001
O 2.344 -0.246 -0.661
H 0.195 -2.323 4.158
H 1.371 -3.226 3.205
H -0.346 -3.261 2.777
H -0.262 -0.814 2.254
H 2.788 -0.927 2.555
H 1.805 -0.780 3.956
H 3.094 1.161 4.687
H 3.334 2.509 3.587
H 4.079 0.934 3.242
H 0.636 1.382 4.517
H -0.210 1.467 2.965
H 0.840 2.789 3.495
H 1.558 0.782 0.900
H 3.099 1.092 1.150
H 2.753 3.401 1.049
H 1.015 3.169 1.195
H 2.830 2.099 -1.064
H 1.948 3.625 -1.164
H -1.253 2.242 -1.869
H -0.379 3.699 -1.381
H 2.173 1.707 -2.932
H -0.649 2.318 -3.927
H 0.849 2.278 -4.844
H 0.626 3.495 -3.601
H 1.913 -0.503 -2.818
H 1.386 0.084 -4.345
H -1.152 0.082 -4.905
H -1.792 0.395 -3.285
H -2.150 -1.127 -4.101
H 0.450 -1.833 -5.270
H -0.434 -2.962 -4.250
H 1.274 -2.601 -3.922
H -1.537 -1.605 -1.967
H 1.077 -2.872 -1.658
H -0.496 -3.642 -1.726
H 0.063 -3.765 0.552
H -1.103 -2.436 0.486
H 2.233 -3.317 0.121
H 2.870 -2.376 1.425
C -5.144 -1.917 0.656
N -4.713 -0.659 1.255
C -5.273 -0.088 2.383
C -4.624 1.072 2.607
N -3.678 1.193 1.615
C -3.733 0.134 0.788
S -2.793 -0.128 -0.626
H -6.213 -2.029 0.813
H -4.620 -2.755 1.113
H -4.935 -1.890 -0.409
H -6.091 -0.551 2.906
H -4.766 1.822 3.364
H -3.046 1.978 1.480
*
```

Löwdin population analysis, charges in e, atoms 1 to 6: 1.6036 -0.0252 -0.2958 -0.0620 -0.4667 -0.0080

***

DFT (ωB97M-V with the def2-TZVPD basis set) results for a 7-piece molecular cluster, C32H52O21S overall.

The value obtained for the largest force on an atom is 4.1 eV/Å. For the LUMO energy, the calculation gives 0.249 eV. The calculation puts the gap between HOMO and LUMO at 9.41 eV.

```
! RIJCOSX wB97M-V def2-TZVPD def2/J DEFGRID3
* xyz 0 1
C -0.881 3.202 8.133
O 0.043 4.139 7.613
C -0.554 5.107 6.781
C -1.217 4.544 5.508
C -0.524 4.963 4.195
C 0.293 3.858 3.482
C 1.012 2.885 4.409
C 1.641 1.721 3.577
C 1.256 0.335 4.129
C -0.052 -0.222 3.526
C -1.111 -0.621 4.564
C -2.178 0.444 4.816
C -2.952 0.870 3.556
C -3.335 2.355 3.608
S -5.081 2.561 3.156
C -5.960 2.318 4.891
O -6.297 1.165 4.998
O -6.001 3.328 5.590
H -0.662 3.002 9.178
H -0.766 2.253 7.599
H -1.914 3.520 7.997
H 0.250 5.774 6.480
H -1.280 5.724 7.320
H -2.231 4.945 5.476
H -1.322 3.465 5.544
H -1.315 5.260 3.505
H 0.086 5.851 4.350
H 1.063 4.369 2.910
H -0.331 3.356 2.746
H 1.847 3.373 4.903
H 0.351 2.410 5.128
H 2.723 1.829 3.603
H 1.268 1.773 2.559
H 2.051 -0.383 3.952
H 1.140 0.424 5.209
H 0.216 -1.123 2.976
H -0.457 0.461 2.782
H -1.578 -1.568 4.296
H -0.603 -0.792 5.511
H -1.735 1.301 5.324
H -2.910 0.028 5.508
H -3.887 0.310 3.566
H -2.448 0.614 2.631
H -2.729 2.984 2.966
H -3.256 2.685 4.638
H -5.220 3.852 2.810
C 2.819 2.447 -2.073
C 2.712 1.265 -1.140
O 2.216 1.866 0.065
C 1.581 3.013 -0.269
O 0.917 3.659 0.480
O 1.798 3.324 -1.563
H 2.632 2.177 -3.114
H 3.784 2.953 -1.997
H 1.990 0.523 -1.487
H 3.664 0.774 -0.958
C -0.338 1.030 -6.085
C -0.077 -0.453 -6.056
O 1.327 -0.509 -5.730
C 1.646 0.634 -5.100
O 2.687 0.836 -4.547
O 0.642 1.532 -5.161
H -1.336 1.288 -5.768
H -0.150 1.470 -7.067
H -0.639 -0.963 -5.280
H -0.274 -0.935 -7.009
C 1.867 -3.607 -8.269
C 2.050 -3.669 -9.768
O 0.700 -3.765 -10.240
C -0.114 -3.237 -9.295
O -1.270 -3.012 -9.452
O 0.565 -2.998 -8.151
H 2.620 -3.003 -7.771
H 1.848 -4.598 -7.808
H 2.499 -2.762 -10.179
H 2.632 -4.530 -10.088
C -5.387 1.965 -4.809
C -5.831 1.057 -5.937
O -4.616 0.376 -6.272
C -3.807 0.405 -5.192
O -2.796 -0.214 -5.091
O -4.296 1.231 -4.242
H -6.161 2.136 -4.066
H -5.016 2.927 -5.166
H -6.569 0.320 -5.617
H -6.217 1.598 -6.796
C 2.722 -9.383 -7.117
C 1.510 -8.953 -6.317
O 1.813 -7.585 -6.020
C 2.681 -7.137 -6.950
O 2.996 -5.996 -7.082
O 3.142 -8.151 -7.714
H 2.493 -10.121 -7.880
H 3.528 -9.760 -6.486
H 0.588 -8.990 -6.900
H 1.374 -9.524 -5.403
C 4.685 -2.571 7.275
C 5.013 -2.741 5.806
O 3.718 -2.907 5.222
C 2.806 -2.335 6.049
O 1.669 -2.153 5.773
O 3.377 -1.996 7.230
H 5.376 -1.911 7.794
H 4.634 -3.523 7.806
H 5.482 -1.854 5.377
H 5.638 -3.607 5.604
*
```

Löwdin population analysis, charges in e, atoms 1 to 6: -0.1036 -0.1858 -0.2254 -0.1835 -0.1814 -0.2035

***

DFT (ωB97M-V with the def2-TZVPD basis set) results for an isolated molecule of C14H14ClNO2S2.

The value obtained for the largest force on an atom is 0.9 eV/Å. Its SMILES is CCCCOC(=S)NC(=O)c1sc2ccccc2c1Cl. For the energy relative to the best compared isomer or geometry (same formula, charge and spin), the calculation gives 0.0 kJ/mol. For the LUMO energy, the calculation gives -0.540 eV. The calculation puts the gap between HOMO and LUMO at 8.24 eV.

```
! RIJCOSX wB97M-V def2-TZVPD def2/J DEFGRID3
* xyz 0 1
C 3.633 -3.094 0.371
C 4.711 -3.241 -0.696
C 4.662 -2.138 -1.754
C 3.333 -2.068 -2.496
O 2.416 -1.339 -1.688
C 1.168 -1.260 -2.071
S 0.538 -1.911 -3.438
N 0.338 -0.562 -1.227
C 0.675 0.033 -0.025
O 1.784 0.023 0.453
C -0.440 0.702 0.661
S 0.030 1.449 2.167
C -1.592 2.003 2.440
C -2.056 2.738 3.524
C -3.389 3.084 3.561
C -4.260 2.709 2.534
C -3.809 1.983 1.458
C -2.460 1.620 1.399
C -1.771 0.876 0.395
Cl -2.612 0.290 -0.989
H 3.610 -2.078 0.756
H 2.650 -3.323 -0.033
H 3.823 -3.778 1.196
H 4.613 -4.214 -1.185
H 5.694 -3.209 -0.221
H 5.456 -2.302 -2.483
H 4.825 -1.170 -1.276
H 2.928 -3.067 -2.697
H 3.441 -1.547 -3.455
H -0.628 -0.504 -1.542
H -1.379 3.024 4.313
H -3.769 3.655 4.395
H -5.299 2.995 2.591
H -4.478 1.691 0.663
*
```

Löwdin population analysis, charges in e, atoms 1 to 6: -0.1024 -0.2566 -0.1767 -0.2177 -0.0746 -0.8504

***

Per-record electronic energy, Eh: -2411.1575, -5818.3155, -2063.5305, -3228.7462, -2003.7200